Below is one molecule with the formula C11H12N4O6 in a non-equilibrium geometry, with properties calculated with ωB97M-V/def2-TZVPD.

The calculation puts the total energy at -1096.5363 a.u. The relative energy (zero: lowest compared OMol25 entry of this formula, charge and spin) comes out at 320.8 kJ/mol. As for the structure (SMILES): C/C(CCC(=O)O)=N\Nc1ccc([N+](=O)[O-])cc1[N+](=O)[O-]. For the HOMO-LUMO gap, the calculation gives 6.80 eV. As for the charge: 0. As for the spin multiplicity: 1.

Geometry as XYZ:
```
33
C11H12N4O6, DFT ωB97M-V/def2-TZVPD
O -1.480 4.416 0.173
O 1.059 -5.161 -4.702
O -2.989 -2.172 0.150
O -0.969 -5.839 -4.170
O -2.774 -4.329 0.185
N 0.373 -0.180 0.377
O -0.952 2.380 -0.728
C -0.914 3.343 0.241
C 0.826 -3.062 -2.833
C -1.224 -4.066 -1.994
C 0.647 -2.039 -1.903
C -0.185 -4.131 -2.910
C -1.283 -3.091 -0.958
C -0.302 -2.017 -0.939
C 0.331 0.623 1.490
N -0.059 -5.073 -3.994
N -2.417 -3.214 -0.109
N -0.542 -1.024 0.017
C 0.075 0.033 2.833
C -0.004 3.219 1.429
C 0.937 2.003 1.310
H -1.499 2.648 -1.496
H 1.688 -3.078 -3.558
H -2.006 -4.850 -2.037
H 1.346 -1.213 -1.941
H -1.336 -1.233 0.657
H 0.898 -0.023 3.509
H -0.717 0.625 3.325
H -0.309 -0.984 2.637
H -0.790 2.835 2.186
H 0.438 4.158 1.746
H 1.322 2.053 0.221
H 1.759 2.048 1.982
```